# 1
ORCA calculation (the ωB97M-V functional and the def2-TZVPD basis) on a structure of composition C27H29FeN9S at a distorted geometry.

Structure (XYZ):
```
67
Properties=species:S:1:pos:R:3
Fe -0.811 0.049 -0.093
S 6.294 0.828 1.662
N -2.168 -1.807 -0.342
N -3.162 -0.363 1.856
N 0.529 1.300 -2.054
N 5.020 0.401 2.570
N 0.379 -0.372 1.466
N 0.281 -1.306 -0.967
N 5.609 0.949 0.239
N 0.021 1.755 0.234
N -2.663 1.629 -0.223
C 1.069 1.657 -0.693
C 4.307 0.647 0.409
C 2.813 1.020 -3.003
C -1.939 2.867 -0.569
C 0.660 -3.388 -2.004
C 1.574 -1.000 -1.003
C -0.756 2.968 0.375
C -3.665 1.871 0.859
C -3.466 1.038 2.131
C 0.051 -0.717 2.708
C 1.338 1.052 -3.011
C 0.982 -0.742 3.743
C 3.980 0.332 1.766
C -1.623 -2.703 -1.071
C 2.491 -1.904 -1.529
C 3.352 0.633 -0.620
C 1.658 -0.034 1.194
C -2.285 -3.980 -1.480
C 2.286 -0.396 3.481
C -4.135 -0.984 0.959
C 3.694 0.887 -1.980
C 1.882 2.961 -0.754
C -3.502 -2.129 0.193
C 2.014 -3.093 -2.053
C 2.634 -0.038 2.176
C -0.193 -2.469 -1.416
C 1.949 0.310 -0.259
H 3.245 1.151 -3.990
H -3.400 -3.005 0.840
H 0.297 -4.331 -2.380
H -0.181 3.877 0.213
H -4.376 1.106 2.730
H -2.308 -0.335 1.315
H 2.705 -3.810 -2.477
H -4.972 -1.366 1.546
H -0.994 -0.960 2.872
H -4.556 -0.286 0.228
H -1.128 3.010 1.404
H 0.891 0.863 -3.985
H 2.762 2.955 -1.385
H -3.668 2.931 1.118
H 3.552 -1.704 -1.537
H -2.656 1.444 2.742
H -2.581 3.752 -0.505
H -4.163 -2.409 -0.630
H -1.673 -4.584 -2.141
H -1.575 2.783 -1.592
H 1.232 3.739 -1.145
H 0.666 -1.027 4.736
H -3.224 -3.768 -1.994
H -2.530 -4.577 -0.599
H 4.750 0.979 -2.206
H -4.654 1.668 0.450
H 3.036 -0.401 4.262
H -3.177 1.339 -1.046
H 2.178 3.240 0.258
```

Properties
Calculated total energy, Ha: -3200.34605
2S+1: 1
Net charge: +2


# 2
ORCA calculation (the ωB97M-V functional and the def2-TZVPD basis) on a structure of composition C27H29NO4OsP2 at a distorted geometry.

Structure (XYZ):
```
64
Properties=species:S:1:pos:R:3
Os 0.326 0.236 -0.010
P -1.661 0.946 0.948
P 0.929 2.290 -0.809
O 3.181 -1.446 1.579
O -0.772 -2.846 1.752
O 0.843 -1.725 0.629
O 1.598 1.206 2.528
N -1.320 0.468 -2.171
C 2.597 -1.754 2.753
C 0.334 -2.311 1.696
C -2.097 0.033 2.457
C 2.742 2.213 -1.001
C -3.111 -0.601 -0.908
C -3.551 -2.927 -1.420
C -2.270 -3.083 -1.958
C 1.273 1.411 -4.575
C 3.365 -1.561 3.910
C 1.564 0.148 -5.114
C -3.942 -1.712 -0.846
C 0.753 -2.553 4.133
C -0.265 0.367 -3.052
C 1.153 -1.017 -4.460
C -0.013 -1.887 -2.328
C -3.212 0.632 -0.077
C 0.299 -0.905 -3.351
C -1.436 -1.957 -2.056
C 1.256 -2.238 2.873
C 0.768 3.888 0.065
C 2.827 -1.861 5.154
C 0.386 2.719 -2.547
C 1.128 0.805 1.539
C 0.455 1.534 -3.459
C 1.527 -2.362 5.273
C -1.983 2.675 1.466
C -1.984 -0.678 -1.782
H 3.442 -1.695 6.041
H 3.038 3.005 -1.695
H -2.912 2.693 2.049
H 1.465 -2.005 -4.803
H 1.106 -2.604 6.259
H 1.037 3.530 -2.879
H 1.362 4.628 -0.483
H 0.426 -0.988 -1.114
H -0.264 -2.951 4.176
H -4.883 -1.629 -0.311
H -3.298 1.512 -0.723
H 2.449 -1.496 0.898
H 2.185 0.080 -6.004
H -0.269 4.231 0.103
H -2.108 3.330 0.598
H 0.601 -2.798 -2.223
H 1.159 3.822 1.088
H -0.646 3.071 -2.459
H -4.228 -3.777 -1.380
H -3.103 0.343 2.761
H 4.381 -1.180 3.780
H -2.082 -1.045 2.264
H -1.917 -4.049 -2.317
H -1.384 0.262 3.259
H -1.176 3.065 2.098
H 3.031 1.239 -1.406
H -4.046 0.585 0.624
H 1.714 2.306 -5.000
H 3.235 2.369 -0.034
```

Properties
Energy above the lowest of the compared OMol25 structures with the same formula, charge and spin, kJ/mol: 0.00
Calculated total energy, Ha: -2174.69350
2S+1: 5
Net charge: +2